C49H32Cl4FeN6Se | ωB97M-V/def2-TZVPD

Lowest unoccupied orbital energy (alpha / beta) (eV): -0.6994 / -1.3152
Gap between HOMO and LUMO (alpha / beta) (Eh): 0.16670 / 0.20187
Expectation value of S²: 6.10
Electronic energy (eV): -210098.8184
Multiplicity: 5

Geometry (Å):
Fe (-0.3615, 0.3185, -0.0020)
Cl (3.4603, 8.9581, 0.1206)
C (2.8309, 7.3417, 0.0943)
C (3.5327, 6.3186, 0.7073)
C (3.0181, 5.0309, 0.6921)
C (1.8043, 4.7498, 0.0728)
C (1.1117, 5.8018, -0.5287)
C (1.6187, 7.0893, -0.5293)
C (1.1993, 3.3928, 0.0729)
C (-0.0185, 3.2386, 0.7684)
C (-0.5711, 4.2123, 1.6341)
C (-1.6999, 3.6645, 2.1876)
C (-1.8406, 2.3705, 1.6369)
C (-2.9372, 1.5197, 1.8666)
C (-4.0082, 2.0070, 2.7788)
C (-4.8871, 3.0069, 2.3711)
C (-5.8928, 3.4506, 3.2145)
C (-6.0085, 2.8979, 4.4800)
Cl (-7.2646, 3.4523, 5.5414)
C (-5.1438, 1.9050, 4.9084)
C (-4.1475, 1.4625, 4.0515)
C (-3.1271, 0.3220, 1.2243)
N (-2.2485, -0.2838, 0.3538)
C (-2.9041, -1.3809, -0.1596)
C (-2.3683, -2.2935, -1.0408)
C (-3.2329, -3.3606, -1.6037)
C (-3.4329, -3.4334, -2.9825)
C (-4.2574, -4.3959, -3.5404)
C (-4.9014, -5.2998, -2.7102)
Cl (-5.9337, -6.5097, -3.3995)
C (-4.7221, -5.2518, -1.3384)
C (-3.8847, -4.2899, -0.7950)
C (-1.0111, -2.2756, -1.4444)
C (-0.3833, -3.3233, -2.1489)
C (0.9473, -2.9858, -2.2717)
C (1.1123, -1.7268, -1.6558)
N (-0.0899, -1.3044, -1.1309)
C (2.2866, -0.9403, -1.7625)
C (2.3542, 0.3794, -1.3826)
C (3.4508, 1.2655, -1.6851)
C (3.1158, 2.4876, -1.2217)
C (1.8323, 2.3657, -0.5812)
N (1.3772, 1.0700, -0.7014)
C (3.4289, -1.5309, -2.5102)
C (4.1472, -2.6086, -1.9991)
C (5.2073, -3.1615, -2.6999)
C (5.5488, -2.6368, -3.9353)
Cl (6.9015, -3.2918, -4.8002)
C (4.8273, -1.5895, -4.4840)
C (3.7747, -1.0414, -3.7691)
C (-4.2390, -1.4398, 0.3872)
C (-4.3613, -0.4179, 1.2579)
N (-0.7973, 2.1074, 0.7808)
H (4.4778, 6.5242, 1.1912)
H (3.5586, 4.2379, 1.1941)
H (0.1623, 5.5971, -1.0067)
H (1.0739, 7.8924, -1.0065)
H (-0.1546, 5.1837, 1.8388)
H (-2.3592, 4.1193, 2.9072)
H (-4.7835, 3.4269, 1.3785)
H (-6.5775, 4.2300, 2.9091)
H (-5.2430, 1.4950, 5.9040)
H (-3.4626, 0.6853, 4.3667)
H (-2.9385, -2.7138, -3.6227)
H (-4.4009, -4.4386, -4.6112)
H (-5.2316, -5.9580, -0.6970)
H (-3.7172, -4.2699, 0.2745)
H (-0.8723, -4.2148, -2.5044)
H (1.7215, -3.5479, -2.7656)
H (4.3459, 0.9842, -2.2136)
H (3.6897, 3.3969, -1.2861)
H (3.8708, -3.0185, -1.0365)
H (5.7734, -3.9889, -2.2935)
H (5.0969, -1.2068, -5.4589)
H (3.1961, -0.2309, -4.1935)
H (-4.9812, -2.1753, 0.1318)
H (-5.2208, -0.1548, 1.8521)
C (3.9247, -0.2679, 1.8686)
N (3.3210, -1.5843, 1.8075)
C (4.0078, -2.7632, 1.6369)
C (3.0879, -3.7421, 1.4995)
N (1.8479, -3.1545, 1.5887)
C (0.5934, -3.8512, 1.3833)
C (1.9927, -1.8288, 1.7775)
Se (0.6533, -0.6045, 2.1650)
H (4.1666, 0.0795, 0.8626)
H (4.8322, -0.3021, 2.4678)
H (3.2155, 0.4233, 2.3160)
H (5.0820, -2.8084, 1.6379)
H (3.2130, -4.8020, 1.3672)
H (0.5428, -4.2184, 0.3602)
H (-0.2255, -3.1546, 1.5447)
H (0.5089, -4.6883, 2.0753)


C49H34Cl8N5O4S2Y | ωB97M-V/def2-TZVPD

Lowest unoccupied orbital energy (eV): -0.3723
Gap between HOMO and LUMO (Eh): 0.24753
ΔE to the lowest compared entry with this formula, charge and spin (eV): 0.865
Electronic energy (eV): -189902.5204

Geometry (Å):
Y (1.1413, 0.6437, -0.1445)
C (-3.0708, 1.3540, -2.0646)
C (-3.1443, 2.6173, -2.6240)
C (-2.0693, 3.4824, -2.4909)
C (-0.9385, 3.0524, -1.8039)
N (-0.8628, 1.8192, -1.2967)
C (-1.9046, 0.9887, -1.4093)
C (0.2298, 3.9587, -1.5510)
C (0.2661, 5.2532, -2.0597)
C (1.3318, 6.0669, -1.7264)
C (2.3302, 5.5739, -0.9088)
C (2.2430, 4.2584, -0.4642)
N (1.2095, 3.4779, -0.7793)
C (3.3073, 3.6625, 0.3915)
C (4.5382, 4.2871, 0.5811)
C (5.4854, 3.6608, 1.3627)
C (5.1882, 2.4304, 1.9231)
C (3.9465, 1.8815, 1.6647)
N (3.0246, 2.4834, 0.9277)
H (-3.8894, 0.6499, -2.1341)
H (-4.0331, 2.9376, -3.1532)
H (-2.1316, 4.4757, -2.9069)
H (-1.7085, 0.0175, -0.9406)
H (-0.5153, 5.6345, -2.6974)
H (1.3781, 7.0830, -2.0957)
H (3.1545, 6.2076, -0.6208)
H (4.7716, 5.2292, 0.1082)
H (6.4532, 4.1192, 1.5178)
H (5.9093, 1.8964, 2.5257)
H (3.6780, 0.9010, 2.0408)
Cl (7.4713, -3.6427, -1.3640)
C (6.2480, -2.4369, -1.1961)
C (5.0483, -2.7297, -0.5524)
Cl (4.7756, -4.3068, 0.0947)
C (4.0694, -1.7599, -0.4296)
Cl (2.5631, -2.0605, 0.3559)
C (4.2188, -0.4559, -0.9464)
O (3.3075, 0.4289, -0.8180)
C (5.4583, -0.1831, -1.5727)
Cl (5.6923, 1.4229, -2.1644)
C (6.4438, -1.1488, -1.6983)
Cl (7.9324, -0.7580, -2.4780)
O (-0.1861, -0.7300, 0.0350)
Cl (-3.7086, -2.0846, -0.6436)
C (-3.2519, -1.7308, 0.9888)
C (-2.8449, -2.7626, 1.8210)
C (-2.4799, -2.4628, 3.1198)
C (-2.4970, -1.1549, 3.6034)
C (-1.9942, -0.8886, 5.0050)
C (-0.4600, -0.9700, 5.0501)
N (0.1836, -0.0213, 4.1610)
C (0.6933, 1.2107, 4.5121)
C (1.1546, 1.7682, 3.3624)
N (0.9418, 0.9022, 2.3131)
C (0.3502, -0.1578, 2.8305)
O (-2.4204, -1.8712, 5.9247)
C (-3.6996, -1.6347, 6.4908)
C (-4.7885, -1.4781, 5.4759)
C (-5.3314, -2.5087, 4.7679)
Cl (-4.9518, -4.1712, 4.9539)
S (-6.4773, -1.9942, 3.6081)
C (-6.2613, -0.3595, 4.0689)
C (-5.3440, -0.2319, 5.0624)
C (-2.9019, -0.1562, 2.7326)
Cl (-2.8819, 1.5164, 3.2307)
C (-3.2904, -0.4274, 1.4322)
H (-2.8086, -3.7764, 1.4488)
H (-2.1796, -3.2588, 3.7908)
H (-2.3110, 0.1024, 5.3387)
H (-0.1551, -1.9818, 4.7847)
H (-0.1248, -0.7683, 6.0663)
H (0.6823, 1.5625, 5.5289)
H (1.6334, 2.7215, 3.2213)
H (0.0205, -0.9990, 2.2340)
H (-3.6602, -0.7386, 7.1217)
H (-3.8772, -2.5012, 7.1253)
H (-6.8323, 0.4172, 3.5874)
H (-5.0611, 0.7186, 5.4939)
H (-3.5955, 0.3723, 0.7756)
O (1.5140, -0.8248, -2.6232)
S (0.1095, -0.7903, -3.1545)
C (0.2249, -0.7638, -4.9380)
C (1.2936, -1.3807, -5.5712)
C (1.3730, -1.3302, -6.9528)
C (0.3914, -0.6708, -7.6856)
C (-0.6657, -0.0465, -7.0407)
C (-0.7461, -0.0826, -5.6539)
C (-0.5627, -2.4408, -2.9549)
C (-1.5802, -2.9216, -3.7694)
C (-2.1133, -4.1745, -3.5117)
C (-1.6312, -4.9292, -2.4483)
C (-0.6232, -4.4291, -1.6388)
C (-0.0872, -3.1711, -1.8807)
H (2.0503, -1.8727, -4.9725)
H (2.2015, -1.8043, -7.4625)
H (0.4587, -0.6366, -8.7653)
H (-1.4198, 0.4772, -7.6136)
H (-1.5527, 0.4178, -5.1293)
H (-1.9386, -2.3390, -4.6093)
H (-2.8990, -4.5663, -4.1447)
H (-2.0479, -5.9090, -2.2518)
H (-0.2528, -5.0133, -0.8059)
H (0.6733, -2.7427, -1.2476)


C49H37BrF4N9O2PSn | ωB97M-V/def2-TZVPD

Lowest unoccupied orbital energy (eV): 0.0353
Gap between HOMO and LUMO (Eh): 0.26459
ΔE to the lowest compared entry with this formula, charge and spin (eV): 0.396
Electronic energy (eV): -164952.8150

Geometry (Å):
Sn (-0.4293, -0.8273, -0.2581)
O (-1.0752, 4.3076, -0.9519)
C (-0.0170, 4.5572, -1.7445)
C (0.0459, 5.7767, -2.4200)
C (1.0978, 6.0469, -3.2722)
C (2.1158, 5.1152, -3.4612)
C (2.0710, 3.9148, -2.7798)
C (1.0135, 3.6177, -1.9169)
C (0.9321, 2.3080, -1.2242)
O (-0.0792, 2.0620, -0.5014)
N (1.9697, 1.4943, -1.4207)
N (1.9037, 0.2759, -0.8425)
C (2.9694, -0.4318, -0.8240)
C (2.9468, -1.7152, -0.1407)
C (4.1236, -2.4544, 0.0054)
C (4.1065, -3.6260, 0.7377)
C (2.9089, -4.0431, 1.3005)
C (1.7799, -3.2682, 1.0898)
N (1.7857, -2.1350, 0.3961)
H (-0.9327, 3.3809, -0.6118)
H (-0.7497, 6.4930, -2.2593)
H (1.1241, 6.9911, -3.8021)
H (2.9325, 5.3280, -4.1384)
H (2.8424, 3.1678, -2.8977)
H (3.9069, -0.0608, -1.2377)
H (5.0390, -2.0943, -0.4459)
H (5.0118, -4.2035, 0.8727)
H (2.8460, -4.9448, 1.8930)
H (0.8218, -3.5698, 1.4970)
C (-0.2245, -3.1844, -2.9848)
N (-0.5793, -2.9262, -1.5901)
C (-1.0074, -3.9136, -0.8818)
C (-1.4005, -3.7796, 0.4726)
C (-1.9030, -4.7687, 1.3319)
C (-2.1595, -4.1379, 2.5462)
C (-1.8032, -2.7954, 2.3695)
N (-1.3417, -2.5729, 1.1320)
C (-1.4186, -3.4389, -3.8777)
C (-1.5161, -4.5732, -4.6724)
C (-2.6113, -4.7561, -5.5075)
C (-3.6256, -3.8138, -5.5492)
C (-3.5434, -2.6874, -4.7401)
C (-2.4492, -2.5058, -3.9133)
H (0.4664, -4.0316, -3.0546)
H (0.3030, -2.2970, -3.3444)
H (-1.0830, -4.9147, -1.3192)
H (-2.0557, -5.8085, 1.0846)
H (-2.5623, -4.5847, 3.4411)
H (-1.8816, -1.9974, 3.0953)
H (-0.7264, -5.3158, -4.6595)
H (-2.6701, -5.6385, -6.1320)
H (-4.4728, -3.9547, -6.2077)
H (-4.3331, -1.9455, -4.7682)
H (-2.3574, -1.6351, -3.2847)
F (-2.7057, 3.9318, 6.0362)
C (-1.9025, 3.2814, 5.2023)
C (-0.5427, 3.2276, 5.4436)
F (-0.0361, 3.8298, 6.5161)
C (0.2823, 2.5477, 4.5657)
F (1.5858, 2.5790, 4.8358)
C (-0.1990, 1.8735, 3.4462)
P (0.9198, 0.9212, 2.2905)
C (2.1440, 2.2365, 1.9525)
C (1.7816, 3.5729, 1.8060)
C (2.7080, 4.5054, 1.3675)
C (3.9988, 4.1126, 1.0488)
C (4.3674, 2.7835, 1.1846)
C (3.4464, 1.8525, 1.6356)
C (1.8202, -0.1176, 3.5315)
C (1.2452, -1.3731, 3.7287)
C (1.8088, -2.2924, 4.5996)
C (2.9683, -1.9697, 5.2861)
C (3.5551, -0.7268, 5.0913)
C (2.9942, 0.1915, 4.2167)
C (-1.5801, 1.9407, 3.2281)
Br (-2.4462, 1.0734, 1.7906)
C (-2.4124, 2.6460, 4.0874)
F (-3.7249, 2.7099, 3.8610)
H (0.7653, 3.8874, 2.0126)
H (2.4147, 5.5416, 1.2550)
H (4.7145, 4.8408, 0.6896)
H (5.3688, 2.4670, 0.9200)
H (3.7282, 0.8116, 1.7237)
H (0.3491, -1.6297, 3.1765)
H (1.3428, -3.2599, 4.7421)
H (3.4207, -2.6818, 5.9645)
H (4.4613, -0.4712, 5.6265)
H (3.4811, 1.1454, 4.0797)
N (-5.0372, -0.1902, -1.7188)
C (-5.3819, -1.1176, -0.7674)
C (-4.2096, -1.5117, -0.1963)
N (-3.1646, -0.8482, -0.7730)
C (-3.6829, -0.0609, -1.6989)
C (-2.9091, 0.7724, -2.5961)
N (-1.6019, 0.6999, -2.7055)
C (-1.2437, 1.5935, -3.6715)
C (-2.3520, 2.2184, -4.1631)
N (-3.4119, 1.6774, -3.4811)
H (-5.6770, 0.2574, -2.3497)
H (-6.4050, -1.3881, -0.5781)
H (-4.0378, -2.2285, 0.5905)
H (-0.2124, 1.7373, -3.9430)
H (-2.4776, 2.9772, -4.9144)
H (-4.3735, 1.9377, -3.6033)


C49H37N3O4P2Se3TeZn | ωB97M-V/def2-TZVPD

Lowest unoccupied orbital energy (eV): 3.0711
Gap between HOMO and LUMO (Eh): 0.14033
Total charge: -2
Electronic energy (eV): -334405.8166

Geometry (Å):
Zn (0.0926, 0.4812, 0.3876)
N (-5.4971, 0.2365, 8.9682)
C (-4.8312, 0.2657, 8.0324)
C (-3.9884, 0.3029, 6.8455)
C (-4.4577, 0.8925, 5.6791)
C (-3.6512, 0.9266, 4.5515)
C (-2.3755, 0.3678, 4.5692)
C (-1.9179, -0.2242, 5.7454)
C (-2.7145, -0.2533, 6.8798)
C (-1.5137, 0.4085, 3.3472)
C (-1.1880, 1.6790, 2.8687)
C (-1.5148, 2.9387, 3.4663)
C (-0.9300, 3.9056, 2.6882)
C (-0.2545, 3.2177, 1.6418)
N (-0.3939, 1.9165, 1.7511)
C (-1.1262, -0.8368, 2.8257)
C (-1.4963, -2.1244, 3.3195)
C (-0.8717, -3.0512, 2.5110)
C (-0.1567, -2.3067, 1.5393)
N (-0.3171, -1.0086, 1.7061)
H (-5.4522, 1.3199, 5.6560)
H (-4.0166, 1.3712, 3.6341)
H (-0.9196, -0.6419, 5.7669)
H (-2.3489, -0.6994, 7.7960)
H (-2.0909, 3.0906, 4.3651)
H (-0.9587, 4.9736, 2.8337)
H (0.3245, 3.6368, 0.8309)
H (-2.1391, -2.3279, 4.1621)
H (-0.9018, -4.1277, 2.5968)
H (0.4900, -2.6728, 0.7541)
Se (2.9266, 0.7731, 2.2141)
Se (5.1569, 0.4670, 2.5203)
Te (3.8709, -1.0438, -1.2312)
Se (2.4164, 0.7364, -0.1933)
O (-2.3118, 2.8885, -1.5357)
C (-2.3069, 1.7611, -1.0566)
O (-1.3028, 0.9609, -0.9593)
C (-3.6020, 1.1824, -0.5339)
C (-3.6248, 0.4179, 0.6236)
C (-4.7879, -0.2413, 1.0472)
C (-5.8866, -0.1243, 0.2341)
O (-7.1260, -0.7010, 0.3903)
C (-7.8122, -0.4423, -0.8365)
O (-7.1000, 0.5865, -1.5228)
C (-5.8685, 0.6417, -0.9091)
C (-4.7571, 1.3326, -1.3115)
H (-2.7096, 0.2961, 1.1926)
H (-4.8071, -0.8348, 1.9542)
H (-8.8217, -0.0999, -0.6194)
H (-7.8270, -1.3487, -1.4448)
H (-4.7418, 1.9438, -2.2053)
C (-2.5398, -1.8844, -2.0857)
P (-0.6789, -1.8967, -2.0354)
C (-0.2759, -3.6247, -2.5612)
C (0.1302, -4.0363, -3.8298)
C (0.4795, -5.3614, -4.0731)
C (0.4439, -6.2975, -3.0458)
C (0.0400, -5.9020, -1.7775)
C (-0.3206, -4.5828, -1.5444)
C (-0.1675, -0.8677, -3.4697)
C (1.1623, -0.9565, -3.8819)
C (1.6788, -0.0731, -4.8216)
C (0.8772, 0.9218, -5.3618)
C (-0.4439, 1.0339, -4.9489)
C (-0.9550, 0.1541, -4.0055)
P (-3.8532, -2.9308, -2.8445)
C (-3.4528, -3.2957, -4.5937)
C (-2.4410, -2.6686, -5.3104)
C (-2.3098, -2.8623, -6.6844)
C (-3.1907, -3.6893, -7.3614)
C (-4.2090, -4.3277, -6.6570)
C (-4.3429, -4.1226, -5.2923)
C (-3.5913, -4.5713, -2.0502)
C (-3.1197, -5.7122, -2.6933)
C (-3.0100, -6.9178, -2.0086)
C (-3.3553, -6.9988, -0.6672)
C (-3.8259, -5.8659, -0.0108)
C (-3.9573, -4.6692, -0.7029)
H (-2.8045, -0.8595, -2.3409)
H (-2.8283, -1.9528, -1.0325)
H (0.1814, -3.3200, -4.6404)
H (0.7937, -5.6565, -5.0687)
H (0.7346, -7.3251, -3.2322)
H (0.0068, -6.6193, -0.9648)
H (-0.6457, -4.2895, -0.5504)
H (1.8243, -1.6874, -3.4348)
H (2.7257, -0.1449, -5.0870)
H (1.2874, 1.6286, -6.0741)
H (-1.0765, 1.8229, -5.3383)
H (-1.9774, 0.2937, -3.6775)
H (-1.7428, -2.0207, -4.8017)
H (-1.5108, -2.3586, -7.2165)
H (-3.0935, -3.8337, -8.4311)
H (-4.9062, -4.9748, -7.1763)
H (-5.1515, -4.6078, -4.7540)
H (-2.8091, -5.6587, -3.7295)
H (-2.6240, -7.7908, -2.5234)
H (-3.2471, -7.9347, -0.1312)
H (-4.1006, -5.9156, 1.0367)
H (-4.3431, -3.7918, -0.1904)